Formula: C34H45N7Pd
Source: the Open Molecules 2025 dataset
Level of theory: wB97M-V/def2-TZVPD

Its net charge is -2. The spin multiplicity is 3. As for the expectation value of S²: 2.035. The energy above the lowest of the compared OMol25 structures with the same formula, charge and spin comes out at 0.425 eV. Its maximum force is 8.778 eV Å⁻¹.

```
87
Properties=species:S:1:pos:R:3:forces:R:3:mulliken_charge:R:1
Pd -0.251 -0.186 -1.184 2.070 5.725 6.324 0.41
N -5.120 1.040 0.214 -0.847 -0.691 1.509 -0.51
N 0.135 2.266 0.571 -0.866 0.899 0.173 -0.02
C 0.444 -1.346 -2.737 0.504 -1.316 -0.525 0.78
C -0.538 -0.423 -3.214 -1.288 -0.241 -1.287 0.50
C -1.755 -0.662 -2.500 -1.230 -0.503 -2.072 0.95
C -3.048 0.057 -2.679 -0.236 -0.093 0.012 -1.48
H -2.931 0.864 -3.403 -0.126 0.040 0.099 0.44
H -3.429 0.510 -1.755 0.025 -0.077 -0.284 0.08
H -3.831 -0.614 -3.056 -0.057 0.036 -0.024 0.23
C -1.522 -1.734 -1.582 -0.344 -0.981 -0.566 0.96
C -2.560 -2.283 -0.669 -0.254 0.065 0.211 -1.17
H -3.373 -2.755 -1.234 0.022 -0.019 0.006 0.44
H -3.012 -1.483 -0.071 0.013 -0.148 -0.084 -0.17
H -2.141 -3.029 0.010 -0.021 0.024 0.040 0.42
C -0.152 -2.150 -1.711 0.019 -1.989 -1.159 0.25
C 0.565 -3.177 -0.909 0.316 -0.347 0.048 -1.80
H -0.125 -3.733 -0.268 0.058 -0.040 -0.044 0.46
H 1.332 -2.733 -0.258 -0.141 -0.166 -0.104 0.03
H 1.079 -3.885 -1.569 -0.005 -0.242 0.106 0.39
C -0.313 0.625 -4.243 -0.016 0.087 -0.332 -1.64
H -0.401 0.225 -5.261 0.028 0.018 -0.115 0.30
H 0.687 1.059 -4.150 -0.053 0.008 0.007 0.10
H -1.049 1.425 -4.138 0.134 -0.007 -0.012 0.39
C 1.842 -1.416 -3.230 0.307 0.081 -0.169 -1.39
H 2.444 -2.096 -2.621 0.016 0.040 -0.046 0.38
H 2.314 -0.426 -3.186 0.025 -0.257 -0.111 -0.09
H 1.882 -1.756 -4.273 0.088 -0.077 -0.046 0.35
C -5.483 0.578 1.399 0.901 0.423 0.720 -0.29
H -6.223 -0.239 1.409 0.494 0.093 0.059 0.31
C -4.946 1.076 2.620 -1.113 -0.307 -0.157 -0.47
H -5.240 0.600 3.553 0.052 0.143 -0.051 0.32
C -4.072 2.177 2.595 0.438 0.182 -0.874 0.10
H -3.678 2.594 3.528 0.034 -0.212 -0.271 0.39
C -3.734 2.737 1.368 -0.503 -0.525 -0.009 -0.56
H -2.995 3.529 1.240 -0.333 -0.092 0.208 0.20
C -4.411 2.233 0.179 -0.127 -0.005 -0.811 0.59
C -4.589 2.719 -1.108 0.762 1.043 -0.919 -1.21
H -4.386 3.779 -1.357 0.066 0.045 0.691 0.13
C 0.656 1.492 -0.354 0.398 -1.736 -0.384 -0.90
C 0.874 3.422 0.626 0.547 -0.287 -0.437 -1.76
H 0.601 4.249 1.262 0.036 0.054 0.017 0.43
C 1.927 3.325 -0.236 0.429 0.293 0.526 0.08
H 2.722 4.011 -0.459 0.202 0.063 0.029 0.45
N 1.852 2.053 -0.801 -0.234 0.656 -0.227 1.31
C 2.952 1.383 -1.411 -0.190 0.562 0.195 -0.58
C 3.563 1.941 -2.552 0.172 -0.661 0.388 1.03
C 4.765 1.389 -3.002 0.049 -0.071 0.183 -0.95
H 5.276 1.834 -3.866 -0.251 -0.165 0.260 0.29
C 5.354 0.304 -2.352 -0.295 -0.060 0.218 0.89
C 6.686 -0.225 -2.799 0.211 -0.043 -0.124 -1.57
H 6.774 -1.294 -2.574 0.033 0.161 -0.130 0.36
H 7.518 0.288 -2.293 -0.170 -0.084 -0.074 0.27
H 6.815 -0.068 -3.878 0.050 -0.140 0.180 0.37
C 4.698 -0.267 -1.257 -0.252 0.459 -0.255 -1.28
H 5.126 -1.124 -0.739 0.021 0.105 -0.154 0.28
C 3.501 0.265 -0.763 0.296 0.146 -0.259 1.93
C 2.897 -0.342 0.466 -0.115 -0.717 0.448 -0.89
H 2.957 0.301 1.357 -0.031 0.062 -0.360 0.40
H 3.444 -1.267 0.686 0.092 0.101 0.128 0.33
H 1.838 -0.634 0.336 0.314 0.423 -0.141 -0.75
C 2.963 3.100 -3.277 -0.006 0.390 -0.459 -1.67
H 3.009 4.016 -2.674 -0.207 -0.187 -0.191 0.32
H 1.922 2.915 -3.578 0.171 0.079 0.354 0.26
H 3.530 3.278 -4.202 -0.079 0.014 0.195 0.39
C -0.208 -2.398 2.710 -0.347 0.543 0.064 -0.64
N -0.891 -1.177 2.234 0.108 -0.384 0.589 0.40
C -0.258 -0.005 2.870 -0.162 -0.239 0.069 -0.29
N -0.329 -0.080 4.356 -0.103 -0.550 0.192 0.12
C 0.335 -1.338 4.789 -0.660 0.242 -0.485 -0.64
N -0.286 -2.542 4.185 -0.116 0.081 0.160 0.03
C -1.721 -2.567 4.570 0.268 0.882 -0.463 -0.69
N -2.434 -1.335 4.137 0.429 -0.349 0.327 0.19
C -2.300 -1.233 2.666 0.234 0.236 -0.018 -0.13
C -1.755 -0.171 4.755 0.263 -0.313 -0.457 -0.45
H 0.854 -2.348 2.423 -0.284 -0.060 -0.001 0.07
H -0.683 -3.277 2.249 0.175 0.215 0.065 0.28
H -0.753 0.908 2.512 0.221 -0.242 0.053 0.33
H 0.802 0.022 2.581 -0.290 0.101 -0.022 -0.29
H 0.251 -1.421 5.882 0.107 0.027 -0.174 0.35
H 1.391 -1.299 4.487 -0.207 -0.022 0.108 0.33
H -2.199 -3.433 4.090 0.100 0.156 0.165 0.36
H -1.791 -2.645 5.664 0.002 -0.075 -0.172 0.34
H -2.776 -2.117 2.218 0.057 0.263 0.052 0.52
H -2.811 -0.318 2.334 0.102 -0.343 0.013 -0.79
H -1.802 -0.289 5.849 -0.035 0.109 -0.195 0.38
H -2.272 0.750 4.448 0.138 -0.316 0.062 0.08
```
Positions in Å, forces in eV/Å.

=====

Formula: C34H46BaClI2N3O5SSiTe
Source: the Open Molecules 2025 dataset
Level of theory: wB97M-V/def2-TZVPD

Its net charge is -2. The energy above the lowest of the compared OMol25 structures with the same formula, charge and spin comes out at 1.315 eV. Its maximum force is 3.080 eV Å⁻¹.

```
95
Properties=species:S:1:pos:R:3:forces:R:3:mulliken_charge:R:1
Ba 0.717 -0.757 0.354 -0.183 0.004 -0.174 1.54
I 1.692 -5.835 -2.434 -0.334 0.266 0.149 -0.08
C -0.196 -5.245 -1.647 1.969 0.371 -0.080 -0.46
C -1.223 -6.162 -1.765 0.101 0.281 -0.101 -0.53
C -2.423 -5.903 -1.204 -1.045 -0.136 0.191 -0.71
I -4.048 -7.137 -1.802 0.258 0.156 0.345 -0.03
C -2.610 -4.710 -0.483 -0.214 1.429 0.258 1.30
C -3.827 -4.313 0.149 0.065 0.449 -0.861 -0.60
C -3.983 -3.022 0.624 0.081 0.524 0.711 -0.83
C -2.874 -2.105 0.592 -0.207 -1.906 -0.527 -0.17
N -1.730 -2.515 0.108 0.515 0.470 -0.188 0.48
C -1.555 -3.742 -0.452 -1.274 -0.090 0.717 -0.34
C -0.241 -4.004 -0.972 0.781 0.431 0.345 0.38
O 0.694 -3.142 -0.764 -0.706 -1.459 -0.735 -0.08
H -1.092 -7.055 -2.325 0.265 -0.511 -0.397 0.39
H -4.616 -5.061 0.025 -0.137 0.570 0.622 0.13
H -4.889 -2.624 1.115 0.297 -0.658 -0.505 0.38
H -2.887 -1.081 0.944 -0.346 -0.060 0.082 -0.01
C 0.545 4.402 -2.215 -0.979 -0.289 -0.411 -0.70
C -0.116 3.990 -3.514 -0.713 -0.695 0.476 0.57
O -0.214 4.755 -4.461 0.144 -0.095 -0.111 -0.72
N -0.585 2.703 -3.539 0.898 1.140 -0.470 0.17
C -0.710 2.047 -4.824 0.249 0.361 0.274 -0.66
C -0.538 0.586 -4.660 -0.879 -1.036 0.105 0.69
C -0.373 -0.171 -5.819 0.579 -1.112 0.557 -0.89
C -0.096 -1.529 -5.622 -0.021 -0.074 -0.078 -0.46
C -0.016 -2.071 -4.344 -0.328 0.402 0.302 -0.44
C -0.403 -1.256 -3.289 -0.174 -0.383 0.910 -1.08
N -0.669 0.047 -3.429 0.391 -0.054 -0.616 -0.08
H 1.555 4.548 -2.570 0.457 0.525 0.629 0.40
H 0.486 3.648 -1.426 0.177 -0.016 -0.225 -0.04
H -0.002 5.283 -1.872 0.637 0.245 -0.020 0.24
H -0.361 2.139 -2.731 -0.003 -0.351 -0.259 0.13
H 0.065 2.331 -5.574 -0.503 0.468 0.716 0.35
H -1.689 2.280 -5.234 -0.140 -0.036 -0.332 0.20
H -0.353 0.252 -6.832 -0.110 -0.023 0.624 0.36
H 0.040 -2.189 -6.463 0.234 -0.009 -0.274 0.40
H 0.308 -3.075 -4.089 -0.152 -0.014 -0.437 0.37
H -0.521 -1.740 -2.268 0.221 0.925 -1.289 1.06
Cl 3.900 -1.808 5.070 -0.762 0.087 -0.144 -0.29
C 2.573 -0.713 4.395 1.755 0.793 0.261 -0.59
C 2.318 -1.045 2.923 0.948 0.516 1.793 0.96
O 3.143 -0.704 2.090 1.207 0.628 -1.297 -0.77
O 1.248 -1.591 2.699 -2.699 -1.470 -0.210 -0.86
H 3.116 0.265 4.452 -1.083 -0.656 0.052 0.24
H 1.660 -0.799 4.989 0.448 -0.005 0.035 0.39
Te 2.752 -0.191 -2.311 0.247 0.195 -0.220 -0.08
C 4.647 0.314 -1.523 -0.100 0.175 -0.377 0.08
C 5.208 0.096 -0.301 -0.195 0.607 0.830 -0.08
C 6.511 0.715 -0.176 -0.984 -0.370 0.906 -0.79
C 6.904 1.394 -1.279 -0.221 -0.582 0.126 -0.41
S 5.715 1.260 -2.502 -0.102 -0.102 -0.330 -0.18
H 4.601 -0.265 0.561 0.846 -0.078 -0.840 0.26
H 7.011 0.703 0.789 0.283 -0.013 -0.296 0.35
H 7.845 1.859 -1.438 0.477 0.436 -0.151 0.38
C -2.614 0.769 3.008 -1.506 0.760 -0.273 -1.69
Si -1.675 1.819 1.709 0.247 -0.564 -0.781 -0.64
C -3.054 2.920 0.869 -0.729 1.262 0.273 2.62
C -2.565 3.693 -0.363 0.402 0.542 0.110 -2.10
C -4.205 2.066 0.372 -0.367 -0.566 0.509 -2.29
C -3.677 3.946 1.862 -0.281 -1.668 0.765 -1.94
C -0.663 3.016 2.847 0.660 -1.430 0.352 3.08
C -0.258 4.209 2.043 -0.368 -0.590 -1.345 -2.30
C -1.247 3.385 4.198 0.900 1.429 0.345 -1.98
C 0.637 2.218 3.180 0.058 0.817 0.260 -2.11
H -3.274 1.342 3.691 0.473 -0.110 0.048 0.41
H -1.925 0.168 3.546 0.813 -0.439 0.864 0.39
H -3.296 0.045 2.569 -0.119 -0.113 -0.347 0.46
H -2.248 3.017 -1.143 0.211 -0.295 -0.321 0.38
H -1.762 4.428 -0.209 0.067 -0.500 0.291 0.19
H -3.350 4.319 -0.780 -0.593 -0.057 -0.118 0.51
H -3.896 1.265 -0.275 0.377 -0.456 -0.447 0.37
H -4.951 2.629 -0.166 -0.217 0.647 -0.508 0.52
H -4.792 1.602 1.164 0.205 -0.146 0.453 0.44
H -2.943 4.653 2.205 0.042 0.527 0.059 0.38
H -4.030 3.379 2.758 0.334 0.370 -0.364 0.32
H -4.591 4.432 1.515 0.093 0.309 -0.510 0.43
H -1.069 4.849 1.709 0.048 0.211 0.259 0.39
H 0.304 3.913 1.147 -0.310 -0.199 -0.103 0.20
H 0.455 4.703 2.605 1.425 1.840 1.297 0.61
H -2.133 3.971 4.061 -0.839 0.123 0.202 0.37
H -0.561 4.063 4.802 -0.313 -0.551 -0.717 0.46
H -1.420 2.548 4.852 -0.340 -0.536 0.050 0.38
H 1.342 2.213 2.304 -0.570 -0.465 0.935 0.16
H 0.345 1.253 3.587 0.208 -0.638 -0.567 0.33
H 1.129 2.659 4.079 0.142 0.254 -0.696 0.39
C 4.323 -4.215 1.332 0.204 0.257 0.964 -1.01
C 2.896 -4.540 1.774 1.369 -2.183 -0.832 0.48
O 2.633 -5.928 1.360 -0.224 0.547 0.702 -0.61
H 4.619 -3.177 1.605 -0.074 -0.697 -0.053 0.24
H 4.341 -4.281 0.254 -0.012 0.120 -0.447 0.29
H 5.045 -4.976 1.695 -0.351 0.587 0.096 0.29
H 2.260 -3.886 1.265 -1.308 1.005 -0.727 -0.15
H 2.648 -4.534 2.821 0.358 0.179 0.462 0.28
H 2.806 -6.015 0.419 -0.053 0.249 -0.201 0.24
```
Positions in Å, forces in eV/Å.

=====

Formula: C34H46CdN7O3S
Source: the Open Molecules 2025 dataset
Level of theory: wB97M-V/def2-TZVPD

Its net charge is -1. The energy above the lowest of the compared OMol25 structures with the same formula, charge and spin comes out at 0.024 eV. Its maximum force is 0.196 eV Å⁻¹.

```
92
Properties=species:S:1:pos:R:3:forces:R:3:mulliken_charge:R:1
Cd 0.074 -0.351 0.006 0.046 -0.179 0.067 4.37
C 2.578 2.454 -0.437 -0.005 0.001 0.013 -1.00
C 3.034 1.082 0.072 0.008 0.001 0.002 0.65
C 2.640 0.832 1.521 -0.003 0.014 -0.021 -1.59
N 1.200 0.686 1.636 -0.050 0.019 0.048 0.86
C 0.521 1.150 2.656 -0.010 0.019 -0.012 0.23
C 1.038 2.141 3.540 -0.006 0.012 0.002 -0.77
C 0.618 2.638 4.760 0.002 -0.009 0.002 -0.67
C -0.418 2.245 5.590 0.004 -0.012 -0.014 -0.63
C -1.331 1.245 5.268 0.011 0.008 -0.015 -0.41
C -1.523 0.564 4.089 0.000 0.009 -0.009 -0.80
C -0.891 0.634 2.802 -0.043 0.005 -0.011 0.58
N -1.449 0.141 1.736 0.069 -0.018 0.032 -0.51
C -2.783 -0.420 1.837 0.000 0.011 0.005 -0.26
C -3.484 -0.650 0.499 0.002 -0.001 -0.028 -0.99
C -2.768 -1.584 -0.491 0.002 0.009 0.024 -1.33
N -1.760 -0.840 -1.217 0.088 0.087 -0.010 -0.45
C -2.034 -0.161 -2.278 -0.027 -0.023 0.000 1.17
C -3.340 -0.130 -2.885 0.007 -0.007 -0.007 -1.13
C -3.723 0.135 -4.175 0.009 0.007 0.016 -0.34
C -2.963 0.536 -5.277 -0.002 -0.003 0.001 -0.61
C -1.651 0.969 -5.206 -0.003 0.020 0.001 -0.50
C -0.819 1.149 -4.113 -0.018 -0.007 -0.024 -0.70
C -0.968 0.808 -2.737 0.037 -0.036 0.042 0.90
N -0.189 1.257 -1.783 -0.016 0.024 0.022 -0.55
C 0.524 2.506 -1.992 -0.037 0.032 -0.019 -1.43
C 2.052 2.476 -1.881 0.018 -0.027 -0.034 -0.45
H 3.406 3.162 -0.339 -0.002 0.003 0.013 0.55
H 1.785 2.828 0.220 -0.007 -0.020 0.001 0.21
H 4.119 0.978 -0.030 -0.003 -0.006 -0.005 0.66
H 2.599 0.301 -0.553 -0.007 -0.015 -0.020 -0.82
H 3.052 1.635 2.137 0.003 -0.009 0.013 0.53
H 3.089 -0.101 1.883 -0.009 -0.015 -0.018 0.15
H 1.936 2.621 3.175 0.002 -0.001 -0.008 0.22
H 1.243 3.441 5.142 -0.002 0.000 0.003 0.28
H -0.505 2.723 6.557 0.001 0.001 0.000 0.30
H -2.024 0.969 6.059 -0.002 -0.004 0.002 0.37
H -2.320 -0.165 4.131 0.012 -0.009 0.019 0.34
H -3.428 0.236 2.437 -0.010 -0.003 -0.012 0.61
H -2.737 -1.381 2.369 0.022 0.033 -0.006 -0.20
H -3.660 0.312 0.007 -0.004 -0.001 0.001 0.49
H -4.468 -1.071 0.734 -0.006 -0.003 -0.002 0.42
H -3.493 -2.056 -1.161 0.005 -0.005 -0.008 0.60
H -2.258 -2.379 0.059 0.002 0.009 -0.009 0.28
H -4.140 -0.430 -2.221 -0.005 -0.003 -0.008 0.24
H -4.782 -0.016 -4.368 -0.001 -0.004 -0.002 0.35
H -3.454 0.568 -6.242 0.000 0.000 -0.002 0.30
H -1.210 1.275 -6.152 0.000 -0.004 -0.004 0.30
H 0.133 1.611 -4.348 -0.013 -0.017 -0.016 0.25
H 0.168 3.195 -1.215 -0.002 0.012 -0.012 0.42
H 0.243 2.960 -2.947 0.009 0.011 0.022 0.55
H 2.415 3.378 -2.383 0.008 -0.002 0.003 0.54
H 2.455 1.626 -2.446 -0.020 0.010 0.009 0.03
C 3.300 -2.674 -0.238 0.043 -0.044 -0.057 -0.85
N 3.331 -2.743 -1.693 0.122 0.013 0.099 0.17
C 3.877 -3.988 -2.197 -0.034 -0.098 -0.012 -1.28
C 2.418 -2.031 -2.418 -0.164 0.012 0.100 0.67
N 1.463 -1.375 -1.855 0.063 0.124 -0.102 -0.20
N 2.609 -2.085 -3.802 0.015 -0.062 -0.096 0.07
C 1.554 -1.567 -4.646 -0.010 0.043 0.076 -1.27
C 3.935 -1.803 -4.321 0.098 0.039 -0.010 -1.25
H 4.306 -2.880 0.135 -0.023 0.009 0.016 0.35
H 2.612 -3.411 0.180 0.052 0.028 -0.038 0.35
H 2.997 -1.688 0.092 -0.036 -0.037 0.001 -0.14
H 3.494 -4.826 -1.605 -0.006 0.008 0.006 0.38
H 4.969 -3.997 -2.125 -0.007 0.017 0.010 0.31
H 3.589 -4.143 -3.232 0.017 -0.008 0.009 0.44
H 0.995 -0.786 -2.535 -0.010 0.039 -0.001 -0.77
H 0.585 -1.919 -4.299 -0.050 -0.044 -0.023 0.42
H 1.714 -1.924 -5.664 -0.009 -0.017 -0.018 0.33
H 1.524 -0.470 -4.670 0.023 0.004 -0.004 0.39
H 4.692 -1.992 -3.564 -0.034 0.008 -0.009 0.42
H 4.018 -0.752 -4.629 0.003 0.009 0.009 0.36
H 4.151 -2.429 -5.191 -0.025 0.006 -0.010 0.32
C -3.884 -3.277 5.962 -0.005 0.001 -0.003 -1.63
C -2.743 -3.261 4.979 0.026 -0.009 0.006 1.17
C -1.532 -2.661 5.300 -0.003 -0.018 0.018 -0.65
C -0.472 -2.656 4.401 -0.023 0.014 -0.006 -0.19
C -0.618 -3.260 3.166 -0.016 0.064 0.008 -0.26
C -1.822 -3.869 2.828 -0.011 -0.021 0.006 -0.65
C -2.874 -3.864 3.727 0.018 -0.022 0.019 -0.82
S 0.711 -3.249 1.981 -0.094 -0.110 0.087 1.20
O 1.012 -4.650 1.743 0.060 0.058 -0.038 -0.73
O 1.780 -2.473 2.580 0.025 0.026 0.001 -0.76
O 0.121 -2.608 0.792 -0.049 0.049 -0.061 -1.05
H -3.807 -2.449 6.667 0.002 0.001 0.000 0.36
H -3.889 -4.204 6.541 -0.001 -0.001 -0.001 0.33
H -4.845 -3.203 5.453 -0.001 0.001 -0.001 0.37
H -1.417 -2.171 6.261 -0.004 0.007 -0.015 0.30
H 0.464 -2.166 4.635 -0.012 0.003 0.004 0.45
H -1.926 -4.334 1.856 0.005 -0.002 0.002 0.43
H -3.816 -4.328 3.455 -0.003 -0.001 0.000 0.35
```
Positions in Å, forces in eV/Å.

=====

- Look up the net charge of the third one.
  -1

=====

- What is the formula in the third record?
  C34H46CdN7O3S

=====

- What is the formula in the second record?
  C34H46BaClI2N3O5SSiTe